1.
Entry from the Open Molecules 2025 dataset: an isolated ion of composition C5H9N3 and charge +2 (the ωB97M-V functional and the def2-TZVPD basis).

Summary:
Total charge = +2
LUMO (spin up / spin down) = -10.77 / -10.79 eV
Energy above the lowest of the compared OMol25 structures with the same formula, charge and spin = 96.7 kcal/mol
E = -359.345180 a.u.
SMILES = CC#[N+]/C=C(/N)C=[NH2+]

Each line ends with the Mulliken charge.
Cartesian coordinates (Å):
N  -1.3545  -1.8461  -0.4330  -0.29
N  -2.4354  1.1807  0.4590  -0.42
N  0.9701  1.1532  -0.2917  0.01
C  -0.2976  1.6373  -0.1129  -0.63
C  -1.3394  0.7171  -0.1383  0.64
C  1.6363  0.1925  -0.1747  0.65
C  -0.7779  -0.6508  -0.2091  0.26
C  2.8173  -0.4805  0.1470  -1.06
H  -2.2940  -2.1558  -0.1082  0.32
H  3.4555  -0.7655  -0.7659  0.36
H  3.5034  0.1909  0.5291  0.42
H  0.2351  -0.9510  -0.1572  -0.03
H  -0.4366  2.6735  -0.2816  0.45
H  2.6660  -1.0794  1.0286  0.38
H  -0.7390  -2.7223  -0.5820  0.34
H  -2.0969  2.1122  0.6332  0.25
H  -3.5124  0.7940  0.4577  0.35



2.
Entry from the Open Molecules 2025 dataset: one molecule with the formula C5H9N3O (the ωB97M-V functional and the def2-TZVPD basis).

Summary:
LUMO = 0.59 eV
Energy above the lowest of the compared OMol25 structures with the same formula, charge and spin = 139.8 kcal/mol
E = -435.235012 a.u.
SMILES = C/N=c1/[nH]c(NC)co1

Each line ends with the Mulliken charge.
Cartesian coordinates (Å):
O  -0.9619  1.0918  -0.1655  -0.34
N  -2.3984  -0.8859  0.1040  -0.50
N  2.2082  -0.2874  -0.7718  -0.34
N  0.0010  -0.7840  -0.1675  -0.06
C  -1.2558  -0.2635  -0.2673  0.48
C  0.4427  1.4270  0.0541  -0.45
C  1.0116  0.2335  -0.2140  0.06
C  -3.5503  -0.0574  0.0345  -0.63
C  3.1617  -0.4059  0.5237  -0.63
H  0.5499  2.5126  0.2867  0.32
H  3.9975  -1.0390  0.1099  0.33
H  2.2371  -0.8667  1.2988  0.26
H  -4.2305  -0.7907  -0.6311  0.27
H  -3.7012  0.9963  -0.5797  0.22
H  0.2966  -1.7503  -0.2833  0.26
H  3.4097  0.6426  1.1029  0.23
H  2.7760  0.2178  -1.5755  0.31
H  -3.9938  0.0092  1.1413  0.21



3.
Entry from the Open Molecules 2025 dataset: a 2-piece molecular cluster, C5H9N3O overall (the ωB97M-V functional and the def2-TZVPD basis).

Summary:
LUMO (spin up / spin down) = 0.68 / 0.68 eV
Energy above the lowest of the compared OMol25 structures with the same formula, charge and spin = 112.3 kcal/mol
E = -435.278791 a.u.
SMILES = [O-][n+]1ccccc1.NN

Each line ends with the Mulliken charge.
Cartesian coordinates (Å):
O  0.4554  -2.2901  -0.9480  -0.73
N  1.3064  2.6155  -0.8603  -0.46
N  1.0173  2.4334  -2.2593  -0.46
N  -0.1013  -1.6483  -0.0284  0.54
C  -1.7130  -1.9629  1.7171  -0.32
C  -0.5043  0.0277  1.5536  -0.70
C  0.1754  -0.4448  0.4243  -0.05
C  -1.3692  -0.7265  2.2685  -0.22
C  -1.1561  -2.4330  0.5925  -0.34
H  -1.8827  -0.3541  3.1547  0.38
H  0.6906  3.4313  -0.5699  0.27
H  -1.1062  -3.4761  0.2066  0.37
H  1.1034  1.4499  -2.4346  0.23
H  0.8730  0.1578  -0.1957  0.42
H  -0.0324  0.8408  1.9601  0.41
H  2.2825  3.1759  -0.8572  0.25
H  1.5390  2.9254  -2.9206  0.20
H  -2.4095  -2.6138  2.3863  0.23



4.
Entry from the Open Molecules 2025 dataset: a 2-piece molecular cluster, C5H9N3O2 overall (the ωB97M-V functional and the def2-TZVPD basis).

Summary:
LUMO = -0.04 eV
Energy above the lowest of the compared OMol25 structures with the same formula, charge and spin = 39.4 kcal/mol
E = -510.627182 a.u.
SMILES = O=c1cc[nH]c(=O)[nH]1.CN

Each line ends with the Mulliken charge.
Cartesian coordinates (Å):
O  -2.4269  -0.1862  1.6253  -0.61
O  0.3231  3.2337  0.7002  -0.64
N  -1.0146  1.4697  0.8437  -0.13
N  -0.3159  -0.6542  1.3419  -0.19
N  0.2570  -2.7440  -3.1201  -0.53
C  0.2450  1.9979  0.7147  0.46
C  1.3068  1.0622  0.6474  -0.49
C  0.9914  -0.2511  0.7901  -0.07
C  -1.3561  0.2361  1.2651  0.34
C  1.6409  -2.7932  -3.3003  -0.68
H  2.2760  1.3456  0.3849  0.47
H  0.0248  -2.3071  -2.0888  0.20
H  -1.6089  2.3766  0.9419  0.29
H  2.1486  -1.9494  -3.6088  0.26
H  1.9543  -3.6297  -3.9633  0.27
H  -0.6903  -1.6624  1.2642  0.31
H  -0.4592  -2.1805  -3.7587  0.24
H  1.7062  -1.1164  0.3805  0.27
H  2.0255  -3.2680  -2.3177  0.24



5.
Entry from the Open Molecules 2025 dataset: one molecule with the formula C5H9N3O4S (the ωB97M-V functional and the def2-TZVPD basis).

Summary:
LUMO = 0.44 eV
Energy above the lowest of the compared OMol25 structures with the same formula, charge and spin = 128.7 kcal/mol
E = -1059.094546 a.u.
SMILES = CN1C=CN([N+](=O)[O-])[C@@H]1S(C)(=O)=O

Each line ends with the Mulliken charge.
Cartesian coordinates (Å):
S  -0.3697  0.2227  1.8229  1.30
O  2.6422  0.0898  1.7044  -0.67
O  3.7829  -1.6046  0.8940  -0.67
O  -1.7729  0.5591  1.6354  -0.69
O  -0.0292  -0.9750  2.5758  -0.61
N  1.7854  -1.1302  0.1766  0.03
N  -0.2987  -0.7752  -0.8674  0.17
N  2.7903  -0.9241  1.0604  0.86
C  0.3091  -1.9467  -1.1837  -0.25
C  0.4188  -0.0068  0.1145  -0.38
C  0.4517  1.7384  2.4094  -0.93
C  1.4965  -2.3059  -0.5641  -0.49
C  -1.6125  -0.3568  -1.2496  -0.81
H  1.9304  -3.2050  -0.3242  0.45
H  1.0612  0.8781  -0.2309  0.26
H  -1.5803  0.2994  -2.0669  0.30
H  0.1683  2.5175  1.7202  0.35
H  -0.0332  1.9694  3.4001  0.39
H  -2.1820  -1.2325  -1.4967  0.34
H  -0.0950  -2.6468  -1.8841  0.39
H  1.5195  1.3912  2.5619  0.37
H  -2.0420  0.2361  -0.4420  0.28



6.
Entry from the Open Molecules 2025 dataset: one molecule with the formula C5H9N3S (the ωB97M-V functional and the def2-TZVPD basis).

Summary:
2S+1 = 3
Expectation value of S² = 2.009
LUMO (spin up / spin down) = 0.82 / -2.08 eV
Energy above the lowest of the compared OMol25 structures with the same formula, charge and spin = 7.8 kcal/mol
E = -758.160311 a.u.

Each line ends with the Mulliken spin population.
Cartesian coordinates (Å):
S  2.3455  -0.9260  0.4641  0.24
N  -1.2478  0.2951  -0.8547  -0.01
N  -0.1849  -0.6204  -0.7350  0.31
N  1.4861  1.0684  -0.8275  0.08
C  -0.5675  -2.0045  -0.5565  -0.02
C  3.2814  0.5239  0.4954  0.55
C  1.1136  -0.1622  -0.5145  0.48
C  2.7185  1.4004  -0.3610  0.25
C  -1.3816  0.8687  0.5047  0.03
H  -0.7722  1.0455  -1.3888  0.00
H  -1.0366  -2.3537  0.4197  0.02
H  -1.2323  -2.2561  -1.3849  0.01
H  -1.9919  0.0281  1.0630  0.00
H  -0.5341  1.1171  1.0512  -0.01
H  2.9441  2.5296  -0.4530  0.02
H  -2.0762  1.6852  0.3852  0.00
H  4.2861  0.5457  0.7309  0.03
H  0.4671  -2.4831  -0.6365  0.01



7.
Entry from the Open Molecules 2025 dataset: a 2-piece molecular cluster, C5H9NO overall (the ωB97M-V functional and the def2-TZVPD basis).

Summary:
2S+1 = 2
Total charge = -1
Expectation value of S² = 0.750
LUMO (spin up / spin down) = 3.81 / 3.71 eV
Energy above the lowest of the compared OMol25 structures with the same formula, charge and spin = 4.8 kcal/mol
E = -325.855874 a.u.

Each line ends with the Mulliken spin population.
Cartesian coordinates (Å):
O  0.0006  -2.7165  -1.7586  1.41
N  -0.6256  0.1654  -0.3621  -0.20
C  1.9795  0.4461  -0.3635  0.09
C  0.3175  1.0987  1.4028  0.13
C  -1.0690  1.2515  1.5472  -0.07
C  -1.6298  0.5767  0.4965  0.33
C  0.5983  0.4607  0.2068  0.49
H  1.0998  1.5850  1.9679  0.00
H  -1.5970  1.6763  2.3851  -0.05
H  -2.5905  0.7369  0.0278  0.00
H  2.7315  0.2342  0.3911  -0.06
H  0.7320  -2.9944  -2.3527  -0.43
H  2.0996  -0.2730  -1.1713  -0.09
H  2.1538  1.4510  -0.7664  0.01
H  -0.7306  -3.3392  -1.6890  -0.38
H  -0.7161  -0.2383  -1.2889  -0.18



8.
Entry from the Open Molecules 2025 dataset: a 2-piece molecular cluster, C5H9NO overall (the ωB97M-V functional and the def2-TZVPD basis).

Summary:
2S+1 = 2
Total charge = -1
Expectation value of S² = 0.750
LUMO (spin up / spin down) = 3.84 / 3.73 eV
Energy above the lowest of the compared OMol25 structures with the same formula, charge and spin = 9.0 kcal/mol
E = -325.849131 a.u.

Each line ends with the Mulliken spin population.
Cartesian coordinates (Å):
O  1.8078  -0.5922  -2.0273  0.16
N  -0.1877  1.4870  -0.3253  -1.26
C  -0.6019  -0.5583  0.4951  -0.52
C  -1.0847  -1.9352  0.7131  0.10
C  0.1877  0.2270  1.3996  0.48
C  0.3940  1.4982  0.9215  1.37
C  -0.8844  0.3586  -0.5173  2.88
H  -1.7170  -2.0275  1.6168  0.00
H  0.4962  -0.1519  2.3579  -0.31
H  1.5369  -0.2366  -1.1670  0.01
H  0.8313  2.3253  1.4450  -0.17
H  0.9795  -0.8488  -2.4448  -0.11
H  -1.8119  -2.3904  0.0273  -0.18
H  -1.3975  0.3879  -1.4743  -0.50
H  -0.2725  -2.6467  0.8738  0.01
H  -0.0924  2.2900  -0.9524  -0.95